Entry 1:
{"formula": "C87H203N13O18", "method": "ωB97M-V/def2-TZVPD", "species": ["C", "C", "C", "C", "C", "C", "N", "O", "C", "C", "C", "H", "H", "H", "H", "H", "H", "H", "H", "H", "H", "H", "H", "H", "H", "H", "H", "H", "H", "H", "C", "C", "C", "C", "C", "C", "N", "O", "C", "C", "C", "H", "H", "H", "H", "H", "H", "H", "H", "H", "H", "H", "H", "H", "H", "H", "H", "H", "H", "H", "C", "C", "C", "C", "C", "C", "N", "O", "C", "C", "C", "H", "H", "H", "H", "H", "H", "H", "H", "H", "H", "H", "H", "H", "H", "H", "H", "H", "H", "H", "C", "C", "C", "C", "C", "C", "N", "O", "C", "C", "C", "H", "H", "H", "H", "H", "H", "H", "H", "H", "H", "H", "H", "H", "H", "H", "H", "H", "H", "H", "C", "C", "C", "C", "C", "C", "N", "O", "C", "C", "C", "H", "H", "H", "H", "H", "H", "H", "H", "H", "H", "H", "H", "H", "H", "H", "H", "H", "H", "H", "C", "O", "C", "C", "N", "C", "C", "O", "C", "H", "H", "H", "H", "H", "H", "H", "H", "H", "H", "H", "H", "H", "H", "H", "C", "O", "C", "C", "N", "C", "C", "O", "C", "H", "H", "H", "H", "H", "H", "H", "H", "H", "H", "H", "H", "H", "H", "H", "C", "O", "C", "C", "N", "C", "C", "O", "C", "H", "H", "H", "H", "H", "H", "H", "H", "H", "H", "H", "H", "H", "H", "H", "C", "O", "C", "C", "N", "C", "C", "O", "C", "H", "H", "H", "H", "H", "H", "H", "H", "H", "H", "H", "H", "H", "H", "H", "C", "O", "C", "C", "N", "C", "C", "O", "C", "H", "H", "H", "H", "H", "H", "H", "H", "H", "H", "H", "H", "H", "H", "H", "C", "C", "C", "O", "C", "N", "H", "H", "H", "H", "H", "H", "H", "H", "H", "H", "H", "C", "C", "C", "O", "C", "N", "H", "H", "H", "H", "H", "H", "H", "H", "H", "H", "H", "C", "C", "C", "O", "C", "N", "H", "H", "H", "H", "H", "H", "H", "H", "H", "H", "H"], "xyz": [[1.018, 4.204, -6.294], [0.184, 5.036, -5.312], [-0.959, 4.164, -4.832], [-1.788, 4.737, -3.665], [-0.813, 5.004, -2.558], [0.406, 5.869, -2.966], [1.053, 5.237, -4.159], [2.049, 6.141, -4.600], [-0.106, 7.339, -3.111], [1.502, 5.793, -1.813], [-0.396, 6.321, -6.006], [1.961, 4.733, -6.494], [0.493, 4.070, -7.241], [1.228, 3.221, -5.865], [-1.615, 3.983, -5.678], [-0.521, 3.186, -4.645], [-2.521, 3.992, -3.284], [-2.348, 5.625, -3.992], [-0.373, 4.097, -2.124], [-1.352, 5.520, -1.748], [0.571, 8.008, -3.627], [-1.100, 7.308, -3.567], [-0.281, 7.645, -2.088], [2.239, 6.558, -2.023], [1.103, 6.027, -0.808], [1.940, 4.795, -1.772], [-0.778, 5.994, -6.975], [0.432, 6.962, -6.257], [-1.174, 6.796, -5.428], [2.853, 5.606, -4.532], [6.667, 1.203, 2.960], [5.530, 2.058, 3.575], [6.269, 3.236, 4.302], [5.294, 4.375, 4.666], [4.503, 4.798, 3.431], [3.739, 3.634, 2.815], [4.754, 2.673, 2.487], [4.120, 1.567, 1.765], [2.552, 3.111, 3.645], [3.168, 4.186, 1.459], [4.794, 1.226, 4.648], [6.193, 0.360, 2.446], [7.238, 0.733, 3.768], [7.239, 1.757, 2.225], [6.849, 2.875, 5.165], [6.843, 3.633, 3.455], [5.784, 5.232, 5.167], [4.520, 4.023, 5.358], [5.070, 5.390, 2.711], [3.669, 5.397, 3.826], [2.338, 2.085, 3.326], [2.682, 3.117, 4.732], [1.677, 3.724, 3.450], [2.471, 4.964, 1.723], [3.943, 4.596, 0.792], [2.650, 3.369, 0.973], [4.342, 1.881, 5.399], [5.481, 0.625, 5.219], [4.062, 0.619, 4.123], [4.279, 1.710, 0.792], [-3.173, 2.369, 8.781], [-2.081, 1.297, 8.911], [-2.733, -0.066, 8.739], [-1.759, -1.230, 8.584], [-0.870, -0.905, 7.402], [-0.162, 0.439, 7.523], [-1.186, 1.458, 7.812], [-0.464, 2.658, 7.953], [1.013, 0.333, 8.506], [0.462, 0.691, 6.116], [-1.508, 1.336, 10.387], [-2.727, 3.346, 8.943], [-3.899, 2.241, 9.593], [-3.660, 2.277, 7.802], [-3.347, -0.169, 9.629], [-3.482, -0.053, 7.931], [-2.284, -2.185, 8.435], [-1.194, -1.293, 9.532], [-1.418, -0.867, 6.456], [-0.044, -1.653, 7.348], [1.716, -0.361, 8.035], [1.565, 1.265, 8.622], [0.656, -0.105, 9.459], [1.074, 1.575, 6.184], [1.129, -0.151, 5.883], [-0.337, 0.803, 5.352], [-1.233, 0.377, 10.786], [-2.295, 1.754, 10.991], [-0.648, 1.989, 10.400], [-0.812, 3.317, 7.344], [-5.687, 1.016, -6.736], [-6.202, 2.062, -5.706], [-6.475, 3.351, -6.487], [-7.211, 4.369, -5.692], [-8.510, 3.743, -5.226], [-8.258, 2.452, -4.393], [-7.458, 1.556, -5.208], [-7.167, 0.460, -4.300], [-7.689, 2.813, -3.006], [-9.665, 1.802, -4.122], [-5.050, 2.357, -4.682], [-6.390, 0.736, -7.526], [-5.473, 0.090, -6.196], [-4.736, 1.472, -7.073], [-5.463, 3.690, -6.688], [-6.962, 3.095, -7.441], [-7.496, 5.215, -6.309], [-6.646, 4.727, -4.833], [-9.185, 3.526, -6.054], [-9.035, 4.476, -4.597], [-6.854, 3.511, -3.074], [-8.464, 3.321, -2.446], [-7.349, 1.900, -2.539], [-10.089, 1.267, -4.978], [-9.473, 1.026, -3.381], [-10.419, 2.532, -3.807], [-5.060, 3.399, -4.428], [-4.144, 2.061, -5.166], [-5.108, 1.690, -3.835], [-7.620, -0.286, -4.710], [5.543, -5.525, 5.974], [5.079, -4.037, 5.968], [3.543, -3.956, 6.069], [2.962, -4.175, 7.459], [3.682, -3.206, 8.343], [5.240, -3.213, 8.345], [5.648, -3.076, 6.923], [7.112, -3.355, 6.874], [5.738, -2.023, 9.137], [5.616, -4.503, 9.017], [5.491, -3.474, 4.573], [5.223, -5.917, 4.988], [5.136, -6.055, 6.837], [6.607, -5.609, 6.148], [3.214, -3.080, 5.505], [3.238, -4.761, 5.396], [3.021, -5.230, 7.809], [1.885, -3.978, 7.456], [3.391, -3.424, 9.371], [3.397, -2.211, 8.032], [5.433, -2.120, 10.171], [6.843, -2.030, 9.083], [5.375, -1.095, 8.697], [5.066, -5.350, 8.669], [6.674, -4.682, 8.829], [5.360, -4.356, 10.073], [5.212, -2.452, 4.305], [5.020, -4.108, 3.812], [6.571, -3.612, 4.444], [7.488, -2.488, 6.683], [8.542, 4.545, 0.630], [8.147, 3.326, 0.036], [6.756, 3.358, -0.293], [6.290, 1.982, -0.726], [4.860, 1.916, -0.896], [4.442, 0.623, -1.428], [2.962, 0.616, -1.836], [2.775, 1.320, -2.994], [1.446, 1.374, -3.324], [7.797, 5.003, 1.255], [8.846, 5.324, -0.068], [9.441, 4.300, 1.191], [6.600, 4.030, -1.151], [6.115, 3.717, 0.517], [6.574, 1.297, 0.073], [6.806, 1.691, -1.643], [4.534, 2.644, -1.536], [4.707, -0.069, -0.632], [5.045, 0.378, -2.328], [2.336, 1.097, -1.076], [2.620, -0.440, -1.973], [1.017, 0.383, -3.508], [1.301, 2.097, -4.117], [0.801, 1.629, -2.476], [-3.532, 1.850, -1.091], [-3.552, 2.292, 0.266], [-3.781, 1.214, 1.130], [-3.741, 1.688, 2.595], [-2.455, 2.364, 2.830], [-2.373, 2.927, 4.170], [-1.037, 3.633, 4.358], [-0.923, 4.178, 5.648], [-1.540, 5.467, 5.768], [-4.465, 1.300, -1.254], [-2.642, 1.232, -1.218], [-3.471, 2.673, -1.755], [-3.035, 0.394, 0.981], [-4.816, 0.879, 1.005], [-3.912, 0.841, 3.228], [-4.523, 2.445, 2.616], [-2.210, 2.976, 2.053], [-2.507, 2.154, 4.934], [-3.141, 3.679, 4.386], [-0.990, 4.455, 3.622], [-0.218, 2.932, 4.189], [-1.159, 6.095, 4.988], [-1.237, 5.761, 6.762], [-2.630, 5.382, 5.712], [-0.893, -4.132, 2.840], [0.471, -4.474, 2.614], [0.957, -5.645, 3.303], [2.390, -5.879, 2.964], [2.511, -6.351, 1.563], [3.817, -6.249, 1.024], [4.120, -4.838, 0.528], [3.201, -4.536, -0.523], [3.423, -3.181, -1.001], [-1.035, -3.332, 2.130], [-1.055, -3.839, 3.881], [-1.600, -4.942, 2.613], [0.291, -6.503, 3.112], [0.852, -5.443, 4.393], [2.749, -6.672, 3.630], [2.916, -4.915, 3.094], [1.860, -5.705, 1.132], [3.824, -6.858, 0.093], [4.644, -6.637, 1.591], [5.139, -4.768, 0.138], [4.098, -4.137, 1.369], [4.440, -3.116, -1.406], [3.291, -2.429, -0.209], [2.636, -2.932, -1.684], [0.536, -5.393, -2.193], [-0.846, -5.629, -2.560], [-1.029, -5.909, -3.916], [-2.484, -6.266, -4.095], [-3.464, -5.288, -3.650], [-3.786, -4.316, -4.667], [-4.855, -3.375, -4.203], [-4.310, -2.669, -3.044], [-5.204, -1.645, -2.552], [1.017, -4.568, -2.782], [1.124, -6.314, -2.331], [0.568, -5.101, -1.140], [-0.357, -6.682, -4.296], [-0.816, -4.973, -4.454], [-2.652, -7.121, -3.439], [-2.674, -6.549, -5.151], [-3.170, -4.795, -2.801], [-4.278, -4.868, -5.484], [-2.924, -3.768, -5.059], [-5.774, -3.878, -3.858], [-5.141, -2.689, -5.019], [-6.206, -2.091, -2.464], [-5.262, -0.814, -3.261], [-4.895, -1.337, -1.552], [-1.729, -0.386, -4.137], [-1.351, -0.721, -2.832], [-1.215, -2.093, -2.617], [-1.113, -2.478, -1.150], [0.069, -1.889, -0.515], [-0.110, -0.525, 0.040], [0.961, -0.292, 1.073], [0.664, -1.122, 2.190], [1.793, -1.179, 3.068], [-0.831, -0.209, -4.748], [-2.276, 0.558, -4.072], [-2.403, -1.155, -4.506], [-0.386, -2.418, -3.250], [-2.108, -2.624, -3.003], [-1.194, -3.561, -1.100], [-2.048, -2.081, -0.718], [0.307, -2.395, 0.356], [-1.067, -0.468, 0.602], [-0.112, 0.228, -0.740], [0.887, 0.729, 1.429], [1.964, -0.579, 0.770], [2.012, -0.179, 3.472], [2.649, -1.486, 2.442], [1.551, -1.837, 3.888], [-1.526, 1.286, -8.021], [-1.526, -0.047, -8.765], [-0.237, -0.265, -9.592], [-0.076, 0.752, -10.499], [1.045, 0.598, -11.378], [-1.750, -1.129, -7.824], [-0.569, 1.627, -7.627], [-2.246, 1.271, -7.187], [-1.881, 2.054, -8.691], [-2.326, -0.064, -9.537], [-0.314, -1.221, -10.121], [0.627, -0.366, -8.921], [1.906, 0.414, -10.755], [1.052, 1.410, -12.094], [0.821, -0.349, -11.920], [-2.086, -1.962, -8.305], [-2.474, -0.894, -7.151], [-7.087, -5.736, -1.379], [-6.850, -5.271, 0.063], [-5.499, -4.560, 0.117], [-5.300, -4.026, 1.433], [-4.137, -3.166, 1.500], [-7.898, -4.338, 0.485], [-6.239, -6.233, -1.863], [-7.441, -4.885, -1.947], [-7.947, -6.407, -1.331], [-6.735, -6.145, 0.773], [-5.544, -3.773, -0.637], [-4.717, -5.304, -0.117], [-3.403, -3.524, 0.785], [-3.669, -3.281, 2.469], [-4.460, -2.133, 1.302], [-7.699, -3.935, 1.387], [-8.830, -4.701, 0.499], [1.638, -3.285, -5.507], [1.654, -2.255, -6.628], [2.880, -1.433, -6.507], [2.983, -0.408, -7.458], [2.320, 0.792, -7.018], [1.739, -3.003, -7.883], [1.533, -2.757, -4.547], [2.616, -3.798, -5.458], [0.829, -4.018, -5.568], [0.738, -1.645, -6.597], [3.728, -2.099, -6.675], [2.969, -0.995, -5.495], [2.632, 1.002, -6.024], [1.278, 0.523, -6.791], [2.394, 1.530, -7.797], [0.913, -3.603, -7.989], [1.825, -2.421, -8.715]], "lowdin_charge": [-0.0234, -0.5204, -0.1408, -0.1607, -0.1569, -0.4571, -0.0845, -0.0426, -0.0207, -0.0259, -0.0007, 0.0896, 0.0853, 0.0541, 0.1143, 0.0970, 0.0938, 0.1092, 0.1159, 0.1265, 0.0832, 0.0586, 0.0782, 0.0690, 0.0831, 0.0688, 0.0832, 0.0778, 0.0547, 0.1137, -0.0263, -0.4935, -0.1173, -0.1733, -0.1454, -0.5205, -0.0547, -0.0776, -0.0172, -0.0238, -0.0180, 0.0749, 0.0853, 0.0675, 0.1270, 0.1063, 0.1160, 0.0921, 0.1173, 0.1240, 0.0690, 0.0739, 0.0647, 0.0727, 0.0805, 0.0687, 0.0695, 0.0729, 0.0631, 0.0449, -0.0304, -0.5299, -0.1592, -0.1670, -0.1513, -0.5084, -0.0770, -0.0318, -0.0175, -0.0209, -0.0059, 0.0789, 0.0843, 0.0863, 0.1154, 0.1230, 0.1150, 0.1017, 0.1220, 0.1220, 0.0657, 0.0855, 0.0813, 0.0682, 0.0748, 0.0921, 0.0595, 0.0684, 0.0746, 0.0630, -0.0243, -0.5067, -0.1518, -0.1903, -0.1369, -0.5051, -0.0596, -0.0600, -0.0218, -0.0324, -0.0088, 0.0884, 0.0663, 0.0746, 0.1192, 0.1331, 0.1146, 0.1037, 0.1214, 0.1228, 0.0674, 0.0872, 0.0749, 0.0810, 0.0719, 0.0845, 0.0649, 0.0536, 0.0606, 0.1101, -0.0122, -0.4994, -0.1365, -0.1729, -0.1518, -0.5406, -0.0287, -0.0553, -0.0280, -0.0343, -0.0342, 0.0866, 0.0647, 0.0762, 0.1139, 0.0900, 0.1201, 0.1082, 0.1243, 0.1042, 0.0826, 0.0900, 0.0847, 0.0537, 0.0912, 0.0955, 0.0784, 0.0551, 0.0836, 0.0965, -0.1152, -0.1708, -0.2227, -0.2041, -0.0891, -0.1672, -0.2343, -0.1619, -0.1238, 0.0693, 0.0827, 0.0899, 0.1282, 0.0947, 0.1132, 0.1255, 0.1337, 0.1172, 0.1308, 0.1155, 0.1287, 0.0815, 0.0641, 0.0839, -0.0663, -0.1908, -0.2529, -0.1841, -0.0529, -0.2155, -0.2296, -0.2268, -0.0624, 0.0823, 0.0834, 0.0545, 0.1126, 0.1189, 0.1135, 0.1152, 0.1120, 0.1159, 0.1088, 0.1251, 0.0969, 0.0813, 0.0922, 0.0881, -0.1025, -0.2114, -0.2158, -0.2132, -0.0450, -0.2220, -0.2303, -0.1980, -0.0821, 0.0641, 0.0912, 0.0901, 0.1303, 0.1227, 0.1250, 0.1012, 0.0880, 0.1239, 0.1152, 0.1197, 0.1051, 0.0927, 0.0698, 0.0523, -0.0739, -0.2068, -0.2493, -0.2014, -0.0433, -0.2435, -0.1924, -0.2455, -0.0762, 0.0824, 0.0963, 0.0724, 0.1274, 0.0992, 0.1154, 0.1296, 0.1045, 0.1268, 0.1120, 0.1185, 0.1192, 0.0855, 0.0660, 0.0778, -0.0937, -0.2021, -0.2299, -0.1782, -0.0115, -0.1813, -0.2243, -0.2077, -0.0792, 0.0782, 0.0803, 0.0763, 0.1084, 0.0938, 0.1015, 0.1100, 0.0982, 0.1096, 0.0932, 0.1237, 0.0984, 0.0622, 0.0903, 0.0755, -0.0460, -0.4132, -0.2496, -0.1929, -0.0616, 0.0467, 0.0578, 0.0589, 0.0764, 0.1402, 0.1213, 0.0998, 0.0816, 0.0887, 0.0931, 0.0793, 0.0544, -0.0655, -0.4416, -0.2126, -0.1946, -0.0734, 0.0437, 0.0786, 0.0630, 0.0713, 0.1467, 0.1084, 0.1341, 0.0636, 0.0735, 0.0864, 0.0641, 0.0622, -0.0616, -0.4658, -0.2399, -0.1781, -0.0826, 0.0478, 0.0599, 0.0941, 0.0603, 0.1122, 0.1352, 0.1284, 0.0592, 0.0661, 0.0949, 0.0765, 0.0633], "max_force_ha_per_bohr": 0.06282, "energy_ha": -5502.25214}


Entry 2:
{"formula": "C10H8N2", "method": "ωB97M-V/def2-TZVPD", "species": ["C", "C", "C", "C", "C", "C", "C", "C", "C", "C", "H", "H", "H", "H", "H", "H", "H", "H", "N", "N"], "xyz": [[-1.299, -3.239, -0.364], [-0.686, -2.834, 0.811], [-0.224, -1.633, 0.992], [-0.231, -0.646, -0.077], [-0.785, -1.068, -1.285], [-1.321, -2.316, -1.424], [0.307, 0.711, 0.065], [0.701, 2.530, 1.463], [1.267, 3.210, 0.344], [1.225, 2.606, -0.821], [-1.760, -4.287, -0.508], [-0.649, -3.512, 1.619], [0.239, -1.161, 2.036], [-0.685, -0.485, -2.365], [-1.633, -2.541, -2.261], [0.486, 2.651, 2.535], [1.547, 4.405, 0.647], [1.564, 2.975, -1.668], [0.235, 1.274, 1.312], [0.787, 1.303, -1.063]], "lowdin_charge": [-0.0434, -0.1541, -0.0566, -0.1607, -0.0449, -0.0902, -0.2951, -0.1035, -0.0826, -0.1411, 0.1351, 0.0950, 0.1680, 0.1714, 0.0105, 0.1151, 0.1740, 0.0583, 0.0967, 0.1482], "de_lowest_kcal_mol": 65.98, "smiles": "c1ccc(-c2ncccn2)cc1", "max_force_ha_per_bohr": 0.17830, "energy_ha": -495.26403}